Below is C32H28FFeN6O3STe as an isolated structure at a distorted geometry, with properties calculated with ωB97M-V with the def2-TZVPD basis set.

Results
Molecular weight = 779.12 g/mol
Relative energy (zero: lowest compared OMol25 entry of this formula, charge and spin) = 0.0000 eV

Structure (ORCA input):
```
! RIJCOSX wB97M-V def2-TZVPD def2/J DEFGRID3
* xyz 1 1
Te -0.211 -2.846 -0.487
Fe 0.009 -0.095 0.100
S 4.620 0.040 0.052
F 2.305 0.875 -6.240
O 0.125 -0.323 -1.939
O -3.898 -0.740 -0.863
O -1.933 -0.044 -0.081
N -2.855 -0.276 -4.737
N -0.009 2.034 0.035
N 2.092 -0.079 0.208
N 0.278 -0.203 2.107
N -3.678 4.958 0.945
N 1.581 0.089 3.866
C -0.297 4.792 0.005
C -0.259 0.135 5.632
C 0.059 0.527 -6.838
C 1.051 0.582 -5.861
C -0.069 -4.505 0.838
C 2.568 -0.039 1.509
C 1.796 -3.109 -1.140
C -2.199 -0.293 -2.426
C -2.738 -0.394 -1.018
C 3.915 0.025 1.610
C -5.043 -1.358 -5.252
C -2.652 4.519 0.673
C -0.537 0.046 -4.168
C -1.922 -0.244 3.335
C 3.072 -0.041 -0.650
C -1.183 2.590 0.336
C 0.782 0.335 -4.550
C 0.274 0.032 4.352
C 1.511 -0.056 2.521
C -3.129 -0.351 -3.434
C 0.914 4.206 -0.316
C -2.454 -0.136 4.603
C -3.384 -0.857 -7.061
C -1.365 3.968 0.333
C -1.234 0.222 -6.496
C -1.547 -0.007 -5.138
C -0.835 -0.192 -2.759
C -0.536 -0.151 3.229
C -1.634 0.052 5.730
C 1.016 2.828 -0.287
C -2.312 0.105 -7.542
C -3.961 -0.401 -5.734
H -3.526 -0.189 4.739
H -2.959 -1.858 -6.942
H -0.419 5.866 -0.001
H -1.874 -0.240 -8.478
H -5.677 -0.932 -4.476
H -4.391 0.597 -5.860
H 0.710 -4.343 1.579
H 2.417 0.204 4.412
H -5.686 -1.603 -6.096
H 1.945 2.334 -0.534
H 2.016 -2.304 -1.832
H -2.755 1.087 -7.734
H -4.160 -0.484 -3.141
H 0.153 -5.386 0.241
H 1.890 -4.067 -1.646
H 2.465 -3.072 -0.281
H -4.605 -2.285 -4.878
H 1.769 4.809 -0.589
H -2.532 -0.387 2.451
H 4.528 0.053 2.497
H -1.993 1.911 0.572
H -4.194 -0.923 -7.787
H 1.556 0.365 -3.798
H 0.324 0.732 -7.869
H -2.096 0.139 6.705
H 2.929 -0.059 -1.721
H -1.027 -4.635 1.337
H 0.360 0.281 6.507
*
```